This record from the OMol25 dataset describes one molecule with the formula C7H8N2O3 at a distorted geometry. The level of theory is wB97M-V/def2-TZVPD.

Geometry as XYZ:
```
20
Properties=species:S:1:pos:R:3:forces:R:3
H -0.749114 -2.643013 -0.437658 0.3 1.0 0.4
N -0.900757 -1.788080 0.139521 0.9 -1.0 -0.2
C 0.099519 -1.004398 0.271012 0.6 0.3 -2.1
C 1.468504 -1.031613 -0.431799 0.0 0.2 0.8
C 2.347889 -0.014303 -0.223855 -0.7 0.1 0.1
C 1.961995 1.242544 0.499814 1.2 0.1 1.2
C 0.776201 1.400981 1.088144 -0.8 -0.8 0.3
C -0.168614 0.207527 1.147522 -0.8 0.3 0.4
O -1.540847 0.643154 1.165404 -1.4 0.7 -0.9
N -2.235159 0.901503 -0.135821 2.9 1.7 0.0
O -1.895372 1.874859 -0.887718 -0.1 -0.5 0.6
C -2.942531 -0.095290 -0.434511 -0.2 -1.2 3.6
O -3.596700 -0.266908 -1.515301 -1.5 -0.7 -1.7
H 1.793317 -1.871638 -1.080868 -0.6 0.5 0.6
H 3.362167 -0.075918 -0.654112 -0.7 0.1 0.2
H 2.728509 1.995023 0.819834 -0.5 -0.6 -1.2
H 0.420354 2.333706 1.603843 0.6 -1.2 -0.5
H -0.252576 -0.311608 2.140280 0.9 0.9 -0.2
H -3.039638 -0.716839 0.454167 -0.4 -0.6 -1.0
H -3.471384 0.455820 -2.128810 0.3 0.7 -0.4
```
Positions in Å, forces in eV/Å.

Properties
energy: -16505.3318 eV
E_LUMO: -0.242 eV
SMILES string: [H]/N=C1\C=CC=C[C@H]1O/[N+]([O-])=C/O

This record from the OMol25 dataset describes one molecule with the formula C4H8S at a distorted geometry. The level of theory is wB97M-V/def2-TZVPD.

Geometry as XYZ:
```
13
Properties=species:S:1:pos:R:3:forces:R:3
C -0.443206 0.291591 -1.355187 2.0 -2.1 -0.5
C 0.306478 -0.057598 -0.059994 -1.2 1.1 -0.2
C -0.258851 -1.309979 0.578009 -1.6 1.7 1.8
C 0.516309 1.164262 0.812911 1.3 0.0 -1.1
S 2.070897 0.341990 0.254922 -0.6 -0.3 -0.3
H -0.153545 -0.528275 -2.073575 -0.8 0.6 0.4
H -1.544426 0.306823 -1.212299 0.9 0.4 -0.1
H 0.102987 1.135408 -1.733707 -0.7 1.0 -0.4
H 0.336927 -1.561583 1.428554 0.7 -0.8 0.3
H -1.180512 -0.925015 1.102421 0.4 -0.4 -0.6
H -0.623910 -2.151750 -0.003496 0.7 0.1 -0.5
H 0.297101 1.080731 1.842428 -0.1 -0.1 1.1
H 0.573751 2.213394 0.419012 -0.9 -1.3 0.2
```
Positions in Å, forces in eV/Å.

Properties
energy: -15111.8126 eV
E_LUMO: 0.925 eV
SMILES string: CC1(C)CS1

This record from the OMol25 dataset describes C26H36I2N2O2Si3Sn as an isolated structure. The level of theory is wB97M-V/def2-TZVPD.

Geometry as XYZ:
```
72
Properties=species:S:1:pos:R:3:forces:R:3
Sn -1.517606 -0.091820 0.221041 0.0 -0.2 -0.2
C 0.792969 -2.710323 -1.868431 0.1 0.0 0.0
O 1.131898 -1.326012 -1.964928 -0.1 0.1 0.0
Si 2.429134 -0.680932 -2.751762 0.1 -0.2 -0.1
C 2.366219 -0.831993 -4.595147 0.0 0.0 0.0
C 4.054449 -1.379091 -2.203760 0.0 0.0 0.0
C 1.992185 1.053647 -2.029402 -0.1 0.0 0.1
Si 0.819461 2.151059 -3.026178 -0.1 0.1 -0.1
C 0.131964 3.630372 -2.151314 0.0 0.0 0.0
C -0.580682 1.128517 -3.712144 0.0 0.0 -0.1
C 2.141955 2.696673 -4.257937 0.0 0.0 0.0
Si 2.851914 1.565574 -0.405354 0.2 0.1 0.0
C 2.157201 3.074716 0.409793 0.0 0.0 0.0
C 2.756680 0.114772 0.776267 0.0 -0.1 0.0
C 4.551487 1.923458 -1.124732 0.1 0.0 0.1
H 1.638610 -3.291776 -1.496732 0.0 0.0 0.0
H 0.486907 -3.097701 -2.840959 0.0 0.0 0.0
H -0.035980 -2.812502 -1.168756 0.0 0.0 0.0
H 2.386120 -1.899466 -4.837838 0.0 0.0 0.0
H 3.263906 -0.402909 -5.045794 0.0 0.0 0.0
H 1.493487 -0.404475 -5.082323 0.0 0.0 0.0
H 4.082913 -2.430616 -2.506681 0.0 0.0 0.0
H 4.248540 -1.340596 -1.133824 0.0 0.0 0.0
H 4.878944 -0.891248 -2.728430 0.0 0.0 0.0
H -0.415558 3.383859 -1.240572 0.0 0.0 0.0
H -0.569910 4.122030 -2.831177 0.0 0.0 0.0
H 0.906785 4.356800 -1.906011 0.0 0.0 0.0
H -1.381495 1.076370 -2.970680 0.0 0.0 0.0
H -0.310355 0.113366 -3.989711 0.0 0.0 0.0
H -0.998304 1.627249 -4.590066 0.0 0.0 0.0
H 2.998242 3.164887 -3.772786 0.0 0.0 0.0
H 1.661929 3.473744 -4.862428 0.0 0.0 0.0
H 2.483558 1.913720 -4.929998 0.0 0.0 0.0
H 1.085234 3.009143 0.605857 0.0 0.0 0.0
H 2.356208 3.980988 -0.162038 0.0 0.0 0.0
H 2.654979 3.188131 1.377649 0.0 0.0 0.0
H 1.989106 0.316350 1.527580 0.0 0.0 0.0
H 3.702131 0.005551 1.312480 0.0 0.0 0.0
H 2.523614 -0.832734 0.294739 0.0 0.0 0.0
H 4.513010 2.600705 -1.977875 0.0 0.0 0.0
H 5.102552 1.026723 -1.401177 0.0 0.0 0.0
H 5.119372 2.436711 -0.342430 0.0 0.0 0.0
I -1.219875 4.986342 1.599030 0.0 0.0 0.0
C -2.785420 3.642932 1.787793 0.2 -0.1 -0.1
C -4.001450 4.081127 2.352238 -0.1 0.0 0.0
C -5.061932 3.233294 2.512137 0.0 0.1 0.0
I -6.820662 3.965340 3.355634 0.1 0.0 0.0
C -4.944092 1.877058 2.106351 0.0 -0.1 0.0
C -5.952928 0.904320 2.226349 0.0 0.0 0.0
C -5.729429 -0.387471 1.812120 -0.1 0.1 0.1
C -4.493738 -0.722073 1.274613 0.2 -0.1 -0.1
N -3.513953 0.164732 1.134521 -0.3 0.1 0.1
C -3.720737 1.458784 1.538817 0.0 -0.1 0.0
C -2.629696 2.343637 1.366233 -0.1 0.1 0.1
O -1.521732 1.858250 0.788379 0.2 0.0 0.1
H -4.085210 5.113710 2.661392 0.0 0.0 0.0
H -6.910075 1.181240 2.648802 0.0 0.0 0.0
H -6.497095 -1.141523 1.902448 0.0 0.0 0.0
H -4.282758 -1.730271 0.950139 0.0 -0.1 0.0
N -1.420158 -2.320348 1.678325 -0.1 0.3 0.1
C -1.160286 -3.134274 2.450288 0.0 0.0 0.0
C -0.835721 -4.146539 3.406272 0.0 -0.1 0.0
C -1.142267 -5.479500 3.125383 0.0 0.0 -0.1
C -0.823513 -6.452726 4.053459 0.0 0.0 0.0
C -0.206136 -6.099938 5.247427 0.0 0.0 0.0
C 0.095017 -4.771845 5.523255 0.0 0.0 0.0
C -0.217709 -3.786683 4.605321 0.0 0.1 0.0
H -1.624717 -5.741611 2.193480 0.0 0.0 0.0
H -1.057955 -7.487735 3.847739 0.0 0.0 0.0
H 0.041463 -6.866145 5.969552 0.0 0.0 0.0
H 0.571570 -4.504294 6.455929 0.0 0.0 0.0
H 0.007423 -2.748711 4.810544 0.0 0.0 0.0
```
Positions in Å, forces in eV/Å.

Properties
charge: +2
energy: -80275.4703 eV
E_LUMO: -7.787 eV

This record from the OMol25 dataset describes C18H23BrN2O4 as an isolated structure at a distorted geometry. The level of theory is wB97M-V/def2-TZVPD.

Geometry as XYZ:
```
48
Properties=species:S:1:pos:R:3:forces:R:3
C 5.316377 3.642161 0.813364 5.3 -4.6 -5.2
C 4.588926 2.401003 0.533968 -4.2 -0.7 1.8
C 3.211853 2.549966 0.665279 -6.4 -3.2 -0.3
C 2.336151 1.300443 0.474338 0.5 -0.1 -0.8
C 2.889757 -0.060161 0.002163 -0.7 11.2 5.0
C 4.194967 -0.029986 0.103214 2.5 -0.9 -0.6
C 4.933227 1.066802 0.394791 6.1 3.3 -2.3
H 6.074354 1.138146 0.013130 -2.2 -1.3 1.4
Br 5.087089 -1.571733 -0.320112 1.3 -1.6 -0.1
N 2.081150 -1.051206 -0.064439 -6.2 -1.1 6.7
C 2.011269 -1.527468 -1.182021 0.1 -9.8 -11.2
O 2.706470 -1.423877 -2.235445 -1.8 1.2 2.9
C 1.111667 -3.087056 -1.349096 -2.8 10.7 5.9
H 0.730071 -2.922527 -2.218254 -2.6 0.1 -5.3
H 1.627037 -3.831082 -1.088755 3.9 -5.9 2.0
O -0.083060 -2.756633 -0.232503 4.0 -2.6 -4.3
C -0.111745 -3.724397 0.724510 -9.6 14.8 -2.5
O 0.477965 -4.596444 0.941344 8.0 -12.1 2.4
C -1.148719 -2.979819 1.550961 -3.6 -4.9 8.5
N -2.052248 -1.938250 1.213710 -1.8 0.0 -3.4
C -1.527188 -0.754868 0.907566 2.6 4.0 5.3
O -0.498507 -0.400621 1.612972 -1.0 -1.1 -2.9
C -2.328157 0.399346 0.335847 -2.3 -3.7 -1.6
C -3.819850 0.426787 0.979813 1.9 0.2 -3.9
C -4.516793 1.640921 -0.184700 -1.2 0.8 13.9
C -4.436849 1.208153 -1.451880 -1.1 -3.5 -4.8
C -3.082897 0.893122 -1.973970 -2.9 11.2 -6.8
C -2.286619 0.153049 -1.258577 -2.3 -8.7 7.5
H -1.375505 -0.095069 -1.481351 5.4 -0.4 -1.8
H -2.758238 -1.016775 -1.344904 0.9 2.2 0.3
H -3.096781 0.960606 -3.089477 0.0 -1.6 0.6
H -2.616603 2.010317 -1.968280 -0.4 -1.6 0.4
H -5.019824 0.289209 -1.611449 -0.1 -0.3 0.6
H -5.073452 1.853056 -1.990102 0.0 1.2 -1.7
H -5.571903 1.462067 0.433725 2.1 1.4 -2.4
H -3.995025 2.637480 0.278946 -1.4 -2.2 -1.9
H -4.251246 -0.566184 0.492545 0.2 1.8 2.0
H -3.744261 0.614872 2.142086 -0.7 -0.5 -2.6
H -1.848330 1.294435 0.457574 1.5 2.1 1.0
H -2.963955 -2.072346 0.657686 2.1 -0.7 1.3
H -0.666331 -2.833407 2.690087 -0.9 0.3 -3.2
H -2.042312 -3.853753 2.101127 2.8 2.0 -2.0
H 1.120257 -1.087441 0.571243 2.7 0.2 -1.5
H 1.160395 1.225262 0.656190 2.7 0.8 -0.3
H 2.475247 3.454029 0.888194 2.4 -1.5 -0.4
H 5.320285 3.946041 1.736568 -0.4 1.7 5.1
H 5.014789 4.321578 0.098402 -0.4 1.9 -1.2
H 6.447103 3.292239 0.573963 -2.0 1.5 0.5
```
Positions in Å, forces in eV/Å.

Properties
energy: -100237.2749 eV
E_LUMO: 0.469 eV

This record from the OMol25 dataset describes C6H14O4 as an isolated structure at a distorted geometry. The level of theory is wB97M-V/def2-TZVPD.

Geometry as XYZ:
```
24
Properties=species:S:1:pos:R:3:forces:R:3
C 1.702311 0.751474 0.175842 -0.8 -0.1 -1.4
C -2.123391 -0.704389 -0.779516 0.6 0.0 -0.7
C 1.443017 0.971612 1.598433 -1.8 -0.5 0.6
C 2.063127 -0.640590 -0.252753 -0.4 0.1 0.0
C -1.512098 -2.076995 -0.537653 0.2 0.2 0.1
O 2.385922 1.747115 -0.417065 -0.3 0.1 -0.1
H 2.495501 1.552947 -1.359268 0.1 -0.1 0.1
H -1.973867 -0.379128 -1.813345 -0.1 -0.1 0.0
H -3.203000 -0.747894 -0.611266 0.1 0.2 0.1
H 1.462217 2.022550 1.872246 0.1 0.0 0.0
H 2.095199 0.372483 2.231562 0.3 0.1 -0.1
H 0.384957 0.553094 1.734316 1.3 0.6 0.2
H 1.356397 -1.332528 0.199000 0.1 -0.1 0.0
H 2.007305 -0.733265 -1.336499 0.0 0.0 0.0
H 3.075069 -0.870071 0.089668 -0.1 0.1 0.0
H -0.437581 -2.051946 -0.725282 0.0 -0.1 0.0
H -1.939059 -2.829395 -1.199470 -0.1 0.1 -0.1
H -1.668925 -2.399354 0.491804 0.0 0.1 0.0
C -1.567889 0.388169 0.118877 -1.9 -0.6 3.0
O -2.311434 1.560736 -0.107648 0.7 -0.1 -0.5
O 0.032902 0.862305 -0.703999 1.9 0.1 0.4
O -1.284602 0.140769 1.322772 -0.3 0.2 -1.6
H -2.334988 2.030973 0.736831 0.2 -0.2 0.1
H -0.147090 1.811330 -0.727589 0.1 0.1 0.0
```
Positions in Å, forces in eV/Å.

Properties
energy: -14637.6725 eV
E_LUMO: 0.508 eV

How do the records compare in HOMO-LUMO gap? In the order shown, they have 8.05, 9.65, 5.08, 9.08, 9.66 eV.
How do the records compare in relative energy (zero: lowest compared OMol25 entry of this formula, charge and spin)? In the order shown, they have 608.0, 55.3, 0.0, 1524.6, 221.9 kJ/mol.